# 1
{"formula": "C8H23Cl2O8P", "method": "ωB97M-V with the def2-TZVPD basis set", "e_tot_ha": -2182.23137, "fmax_ha_per_bohr": 0.1252, "homo_ev": -10.220, "total_charge": 0, "homo_lumo_gap_ev": 10.68, "species": ["Cl", "Cl", "P", "O", "O", "O", "O", "O", "O", "O", "O", "C", "C", "C", "C", "C", "C", "C", "C", "H", "H", "H", "H", "H", "H", "H", "H", "H", "H", "H", "H", "H", "H", "H", "H", "H", "H", "H", "H", "H", "H", "H"], "xyz": [[0.91, 1.04, -6.20], [0.72, 3.80, -5.34], [0.01, -4.31, -0.25], [-6.27, 3.15, 2.39], [5.53, 4.44, 0.30], [6.55, 1.83, 0.29], [0.85, -5.32, -1.04], [-4.43, 3.21, 0.23], [0.95, -3.31, 0.62], [-0.90, -3.31, -1.14], [-1.08, -4.99, 0.83], [-4.71, 4.40, 1.01], [0.50, 2.11, -4.92], [-1.76, -3.89, -2.15], [1.79, -3.78, 1.52], [-5.12, 3.98, 2.51], [-1.79, -6.14, 0.46], [5.93, 2.41, 1.39], [4.80, 3.36, 0.91], [4.03, 2.86, 0.32], [-2.82, -6.09, 0.79], [7.11, 1.18, 0.72], [1.79, -3.07, 2.35], [1.12, 1.92, -4.05], [1.42, -4.74, 1.89], [2.75, -4.12, 1.12], [-5.40, 4.77, 3.21], [-0.57, 2.19, -4.71], [-5.37, 5.09, 0.48], [-2.78, -3.88, -1.76], [-5.19, 2.63, 0.28], [-6.61, 2.90, 3.25], [6.69, 2.99, 1.91], [-3.81, 5.01, 1.07], [4.29, 3.86, 1.73], [5.51, 1.69, 2.10], [-4.31, 3.44, 3.00], [-1.54, -4.83, -2.65], [-1.83, -3.21, -3.00], [6.31, 4.04, -0.10], [-1.71, -6.43, -0.58], [-1.52, -6.86, 1.23]]}

# 2
{"formula": "C8H23N2SbSr", "method": "ωB97M-V with the def2-TZVPD basis set", "e_tot_ha": -698.88299, "fmax_ha_per_bohr": 0.0164, "homo_ev": [-7.010, -5.044], "total_charge": 0, "homo_lumo_gap_ev": [7.10, 4.96], "species": ["Sb", "Sr", "N", "N", "C", "C", "C", "C", "C", "C", "C", "C", "H", "H", "H", "H", "H", "H", "H", "H", "H", "H", "H", "H", "H", "H", "H", "H", "H", "H", "H", "H", "H", "H", "H"], "xyz": [[2.34, -0.60, 0.26], [-0.52, -0.78, -1.27], [-1.44, 1.76, -0.76], [-0.71, -1.42, 1.34], [1.92, 0.84, -2.15], [-2.18, 0.50, 1.85], [-0.94, 2.31, 0.52], [-0.96, -0.33, 2.29], [4.32, -0.55, -0.53], [-1.88, 1.99, 1.67], [-2.91, -1.74, -1.15], [1.81, -2.34, -1.00], [-3.35, -2.63, -1.62], [4.86, 0.31, -0.12], [-2.99, 0.38, 2.56], [2.68, -2.99, -0.97], [-1.11, -0.70, 3.31], [2.73, 0.47, -2.78], [4.86, -1.45, -0.24], [-2.56, 0.09, 0.91], [-2.82, 2.53, 1.53], [-0.82, 3.40, 0.47], [-0.98, 2.27, -1.52], [-0.06, 0.29, 2.31], [1.00, 0.72, -2.77], [-3.77, -1.05, -1.05], [-1.59, -1.90, 1.12], [1.69, -2.03, -2.05], [0.96, -2.93, -0.66], [-1.44, 2.39, 2.59], [2.04, 1.92, -2.01], [4.30, -0.47, -1.61], [0.05, 1.89, 0.70], [-0.07, -2.10, 1.72], [-2.43, 1.95, -0.86]]}

# 3
{"formula": "C8H23NSi2", "method": "ωB97M-V with the def2-TZVPD basis set", "e_tot_ha": -952.41001, "fmax_ha_per_bohr": 0.0504, "homo_ev": -9.060, "total_charge": 0, "homo_lumo_gap_ev": 9.81, "species": ["Si", "Si", "N", "C", "C", "C", "C", "C", "C", "C", "C", "H", "H", "H", "H", "H", "H", "H", "H", "H", "H", "H", "H", "H", "H", "H", "H", "H", "H", "H", "H", "H", "H", "H"], "xyz": [[1.34, 0.67, -0.31], [-1.16, -0.97, 0.40], [0.56, -0.61, 0.67], [2.90, 0.98, 0.69], [-2.45, 0.41, 0.58], [-3.74, -0.18, 0.99], [-1.53, -2.32, 1.60], [-1.73, -2.00, -1.16], [0.49, 2.37, -0.43], [3.97, 1.65, -0.12], [1.86, -0.06, -2.03], [2.96, 0.04, -2.19], [-1.51, -1.24, -1.98], [1.20, 3.17, -0.28], [-0.26, 2.48, 0.31], [3.31, 0.09, 1.11], [-4.51, 0.60, 1.01], [-3.77, -0.62, 2.00], [-2.57, 0.82, -0.41], [1.60, -1.07, -2.11], [-2.81, -2.31, -1.22], [-4.13, -0.94, 0.26], [4.37, 0.98, -0.90], [-1.70, -2.07, 2.66], [1.23, 0.43, -2.80], [-1.13, -2.93, -1.19], [3.55, 2.57, -0.56], [2.55, 1.63, 1.53], [-2.27, -3.00, 1.24], [-0.60, -2.77, 1.69], [4.84, 1.97, 0.44], [-2.07, 1.19, 1.18], [0.02, 2.43, -1.48], [1.20, -1.39, 0.83]]}

Energy relative to the best compared isomer or geometry (same formula, charge and spin), respectively: 7.9 1.8 0.0 kcal per mole.